Entry 1:
Molecular formula: H22O11
Method: DFT, wB97M-V/def2-TZVPD

Orbital gap   0.35743 Eh
Electronic energy   -22879.9523 eV
SMILES string   O.O.O.O.O.O.O.O.O.O.O
Relative energy (zero: lowest compared OMol25 entry of this formula, charge and spin)   150.67 kJ/mol

Positions of all 33 atoms, in Å:
O1 -0.0404 0.3107 -0.0076
H1 0.7637 0.0553 0.4446
H2 -0.5443 0.7893 0.6507
O2 2.0474 -2.3604 -1.6960
H3 2.2396 -1.7860 -0.9548
H4 1.6377 -1.7871 -2.3439
O3 -2.2955 1.6715 1.6038
H5 -2.5716 1.8202 2.5082
H6 -2.7459 2.3500 1.1008
O4 1.2434 -1.3212 2.4191
H7 0.2911 -1.4160 2.4003
H8 1.4910 -1.5624 3.3117
O5 -2.5732 1.1375 -1.3550
H9 -1.8375 0.7818 -0.8567
H10 -2.4523 2.0863 -1.3173
O6 0.4978 -0.1097 -3.1615
H11 -0.0385 0.1097 -2.3996
H12 0.0570 -0.8619 -3.5567
O7 3.3832 1.5924 0.6784
H13 3.6501 0.6789 0.5763
H14 3.5401 1.9856 -0.1801
O8 3.4975 -1.3097 0.8330
H15 4.2585 -1.6691 1.2891
H16 2.8037 -1.3027 1.4924
O9 -0.8737 -2.9472 -0.7000
H17 -1.1382 -2.0273 -0.6898
H18 -1.3783 -3.3499 0.0067
O10 -1.6599 3.8267 -1.1603
H19 -0.9329 3.2203 -1.0184
H20 -1.2459 4.6254 -1.4873
O11 -3.0124 -1.3953 0.9638
H21 -3.7802 -0.8774 1.2058
H22 -2.2810 -0.9583 1.4000

Results of the Löwdin charge analysis, in e, for atoms 1 through 2:
1. O -0.03
2. H 0.03

---

Entry 2:
Molecular formula: H22O11
Method: DFT, wB97M-V/def2-TZVPD

Orbital gap   0.37155 Eh
Electronic energy   -22879.9074 eV
SMILES string   O.O.O.O.O.O.O.O.O.O.O
Relative energy (zero: lowest compared OMol25 entry of this formula, charge and spin)   155.01 kJ/mol

Positions of all 33 atoms, in Å:
O1 0.1964 -2.2459 -1.6388
H1 0.7049 -2.8277 -2.2154
H2 -0.2793 -2.8395 -1.0349
O2 1.3003 2.0624 2.7681
H3 1.8181 1.2457 2.8129
H4 1.5789 2.4767 1.9380
O3 -1.0191 0.4324 1.8405
H5 -1.6903 0.4868 2.5328
H6 -0.1687 0.5952 2.2988
O4 -1.2672 3.9180 1.3335
H7 -1.1048 2.9679 1.4062
H8 -2.2274 3.9949 1.3085
O5 -2.7093 -2.7489 -2.0485
H9 -2.9426 -3.1204 -2.9067
H10 -2.1273 -2.0069 -2.2552
O6 0.2819 0.5166 -0.7305
H11 0.0471 -0.3934 -0.9956
H12 0.0857 0.5669 0.2176
O7 -0.5832 3.2109 -1.5932
H13 -0.4352 3.8892 -0.9220
H14 -0.3479 2.3826 -1.1520
O8 1.5556 0.2406 -3.7554
H15 1.6706 -0.6983 -3.9326
H16 1.6066 0.3197 -2.7942
O9 0.9740 -2.3826 1.7268
H17 0.9923 -3.3441 1.6533
H18 1.4494 -2.0624 0.9493
O10 -2.1419 -2.2289 1.8340
H19 -1.7312 -1.3851 1.5778
H20 -2.1509 -2.2124 2.7960
O11 3.0783 0.7271 -0.2463
H21 3.4247 -0.1702 -0.1952
H22 2.1617 0.6330 -0.5777

Results of the Löwdin charge analysis, in e, for atoms 1 through 2:
1. O -0.05
2. H 0.06

---

Entry 3:
Molecular formula: H22O11
Method: DFT, wB97M-V/def2-TZVPD

Orbital gap   0.34107 Eh
Electronic energy   -22877.7469 eV
SMILES string   O.O.O.O.O.O.O.O.O.O.O
Relative energy (zero: lowest compared OMol25 entry of this formula, charge and spin)   363.46 kJ/mol

Positions of all 33 atoms, in Å:
H1 0.3408 0.0031 -0.3243
H2 -0.9986 -0.6737 -0.0834
H3 3.2654 0.8799 -0.3253
H4 2.9301 0.0146 -1.5290
H5 -0.8210 2.5103 0.2048
H6 -0.3260 3.5547 1.1917
H7 -2.3410 0.0237 -0.9629
H8 -2.5148 1.5326 -0.9091
H9 5.3076 2.8317 -0.2460
H10 3.9890 2.5342 -0.9409
H11 -3.5278 3.5766 0.8800
H12 -2.4607 2.7165 0.2231
H13 1.7242 -0.9123 1.1566
H14 2.2983 -2.2898 0.8688
H15 -4.5115 -2.1481 0.5824
H16 -3.1515 -1.9814 1.2401
H17 -1.0760 -1.7955 -1.4861
H18 -2.2600 -2.7472 -1.4351
H19 1.9796 -1.0442 3.1685
H20 1.5633 -2.4959 2.9980
H21 1.6660 -3.7011 -2.3154
H22 2.3180 -2.4730 -1.7017
O1 -0.5086 -0.1723 -0.7448
O2 3.5833 0.6446 -1.2042
O3 -0.9248 2.8031 1.1172
O4 -2.6304 0.7747 -1.4932
O5 4.3542 2.9245 -0.1389
O6 -3.2276 3.2635 0.0193
O7 1.4989 -1.7621 0.7616
O8 -3.8839 -1.4756 0.8702
O9 -1.7581 -2.1288 -0.8923
O10 1.6096 -1.7906 3.6532
O11 1.4632 -2.8206 -1.9800

Results of the Löwdin charge analysis, in e, for atoms 1 through 2:
1. H 0.04
2. H 0.04

---

Entry 4:
Molecular formula: H22O11
Method: DFT, wB97M-V/def2-TZVPD

Orbital gap   0.36247 Eh
Electronic energy   -22877.1808 eV
SMILES string   O.O.O.O.O.O.O.O.O.O.O
Relative energy (zero: lowest compared OMol25 entry of this formula, charge and spin)   418.08 kJ/mol

Positions of all 33 atoms, in Å:
H1 0.2680 -0.5831 1.0076
H2 0.2135 0.8493 0.5024
H3 3.0967 -1.9729 -0.5657
H4 1.8521 -1.2554 -1.0619
H5 -0.0235 3.9283 0.4661
H6 0.6972 5.1280 -0.1266
H7 -0.6391 0.4541 -3.6041
H8 -0.4326 -0.6044 -2.5331
H9 -2.4339 2.8163 1.2937
H10 -2.7082 4.1493 0.6170
H11 -0.7957 -1.2635 -0.2991
H12 -1.9564 -1.6358 0.6087
H13 -2.2122 -0.0633 1.9158
H14 -1.7181 1.3459 2.1987
H15 -0.4474 -4.4541 -1.8178
H16 -1.2170 -3.7976 -0.6834
H17 3.1958 -0.6633 3.5281
H18 2.4516 0.4646 2.8323
H19 0.7449 3.0232 -3.8873
H20 0.7349 2.7480 -2.3925
H21 1.5612 -4.6593 0.5029
H22 0.5255 -3.9616 1.3691
O1 0.6103 0.2997 1.1876
O2 2.1633 -2.1158 -0.7590
O3 0.1776 4.8551 0.6379
O4 -0.1872 0.2978 -2.7672
O5 -3.1243 3.3075 0.8342
O6 -1.4324 -1.9669 -0.1293
O7 -2.5151 0.8493 1.9815
O8 -0.5716 -3.6077 -1.3736
O9 2.3935 -0.4775 3.0274
O10 0.5039 2.3510 -3.2399
O11 1.2247 -3.7851 0.7296

Results of the Löwdin charge analysis, in e, for atoms 1 through 2:
1. H 0.02
2. H 0.04

---

Entry 5:
Molecular formula: H22O11
Method: DFT, wB97M-V/def2-TZVPD

Orbital gap   0.37738 Eh
Electronic energy   -22876.7649 eV
SMILES string   O.O.O.O.O.O.O.O.O.O.O
Relative energy (zero: lowest compared OMol25 entry of this formula, charge and spin)   458.21 kJ/mol

Positions of all 33 atoms, in Å:
H1 0.2982 -0.1704 -0.7827
H2 0.3124 1.2006 -0.2429
H3 0.6078 2.8266 -1.0428
H4 0.2366 3.8583 -2.2269
H5 -2.4730 -1.5091 0.1578
H6 -3.0639 -1.7720 -1.2940
H7 4.1851 -1.2198 0.4928
H8 3.3316 -1.2778 1.7372
H9 0.7922 0.7121 1.6255
H10 1.7704 1.8376 1.3380
H11 -0.4903 -1.4570 -4.1076
H12 -1.6727 -1.2450 -3.2010
H13 -0.5536 4.4955 1.8791
H14 -1.6190 4.4336 0.8047
H15 1.4414 -3.5120 -2.6345
H16 1.0021 -2.0469 -2.5130
H17 2.6040 -2.5938 0.1365
H18 1.4981 -3.4692 0.9015
H19 -2.0088 -1.5410 2.5985
H20 -0.8380 -1.1368 3.4379
H21 -2.6647 1.3015 0.4745
H22 -3.3824 0.1477 0.1085
O1 0.5361 0.3007 -0.0038
O2 -0.0090 3.5664 -1.3887
O3 -2.5747 -1.1314 -0.7824
O4 4.1606 -0.9923 1.3528
O5 1.6397 1.1225 1.9019
O6 -0.8396 -0.8893 -3.4894
O7 -0.8277 4.9345 0.9921
O8 0.6669 -2.9245 -2.5542
O9 2.2327 -2.8999 1.0299
O10 -1.5273 -1.8604 3.3552
O11 -3.3719 1.0408 -0.1192

Results of the Löwdin charge analysis, in e, for atoms 1 through 2:
1. H 0.04
2. H 0.03

---

Entry 6:
Molecular formula: H23O11
Method: DFT, wB97M-V/def2-TZVPD

Orbital gap   0.38433 Eh
Electronic energy   -22885.0853 eV
Charge   +1
Relative energy (zero: lowest compared OMol25 entry of this formula, charge and spin)   710.97 kJ/mol

Positions of all 34 atoms, in Å:
O1 0.9445 -1.4880 1.2408
H1 0.6441 -1.7833 2.2078
H2 0.1065 -0.8838 0.8806
O2 -0.4872 0.9010 -2.0702
H3 1.1474 -2.2481 0.5152
H4 3.8898 3.0546 -0.7486
O3 0.5154 -2.8292 3.2790
H5 2.5709 -2.6432 -1.0098
H6 -2.1955 1.7792 2.6501
O4 -1.9569 3.0050 -0.0807
H7 -1.7246 2.6022 0.6981
H8 2.8466 2.5312 -3.0774
O5 -0.4996 -1.1955 -0.5158
H9 -2.2780 0.4430 2.8953
H10 -1.3348 1.2208 -2.3281
O6 -2.4395 2.0647 -3.1490
H11 -2.6335 2.2280 -2.3230
H12 0.4938 -2.1574 3.8620
O7 3.5381 2.4637 0.0618
H13 1.2097 -3.3689 3.4366
O8 3.2492 2.1979 -2.3935
H14 2.7676 1.9941 -1.6248
H15 -0.4243 1.7445 -1.5554
O9 -3.1598 -2.8597 1.3835
H16 3.8017 2.7451 0.8564
H17 -2.4029 -3.3729 1.0952
O10 2.0229 -3.2203 -0.4224
H18 -3.9035 -2.9869 0.7423
H19 2.0450 -4.2666 -0.7434
O11 -1.6091 0.9530 2.6630
H20 -1.6322 3.9330 -0.2019
H21 -2.4582 2.5481 -3.9762
H22 -1.0559 -0.9144 -1.3972
H23 -0.4246 -2.1400 -0.8256

Results of the Löwdin charge analysis, in e, for atoms 1 through 2:
1. O 0.04
2. H 0.09

---

Entry 7:
Molecular formula: H23O11
Method: DFT, wB97M-V/def2-TZVPD

Orbital gap   0.40051 Eh
Electronic energy   -22889.2377 eV
Charge   +1
Relative energy (zero: lowest compared OMol25 entry of this formula, charge and spin)   310.32 kJ/mol

Positions of all 34 atoms, in Å:
O1 1.8587 0.9619 1.3021
H1 2.8053 0.8554 1.1095
H2 1.7887 1.9269 1.3048
O2 1.0382 -0.0056 -3.8767
H3 1.4558 -0.1813 -4.7234
H4 0.0967 0.1637 -3.9746
O3 -0.7347 -1.9820 2.3631
H5 -1.1947 -2.5421 1.7236
H6 0.4099 -1.5284 2.0341
O4 3.7427 -0.7661 1.4288
H7 4.1814 -1.2433 2.1392
H8 4.4684 -0.3134 0.9801
O5 0.4022 3.2391 -1.9667
H9 0.6598 4.0514 -2.4013
H10 0.0768 2.5496 -2.5447
O6 -2.1072 0.1077 2.4951
H11 -1.8445 0.9834 2.1653
H12 -1.3126 -1.1327 2.2102
O7 -0.7786 1.3554 0.5618
H13 -2.5655 0.2998 3.3226
O8 1.4581 -1.3893 2.6653
H14 2.1397 -0.8385 2.2215
H15 1.3595 -0.8503 3.4663
O9 -2.0967 0.8086 -2.4060
H16 -2.8211 0.1856 -2.2859
H17 -2.4502 1.6713 -2.6403
O10 0.4269 -1.6985 -1.7675
H18 1.3425 -1.4680 -1.6183
H19 0.1120 -1.4045 -2.6176
O11 -3.4245 -0.8624 -0.5728
H20 -3.1625 -0.8865 0.3484
H21 -2.7819 -1.2746 -1.1508
H22 0.0869 1.0754 0.2367
H23 -1.1700 1.7305 -0.2388

Results of the Löwdin charge analysis, in e, for atoms 1 through 2:
1. O -0.06
2. H 0.04